Record 1
{"formula": "C16H27N3O4S", "method": "ωB97M-V with the def2-TZVPD basis set", "symbols": ["S", "O", "O", "O", "O", "N", "N", "N", "C", "C", "C", "C", "C", "C", "C", "C", "C", "C", "C", "C", "C", "C", "C", "C", "H", "H", "H", "H", "H", "H", "H", "H", "H", "H", "H", "H", "H", "H", "H", "H", "H", "H", "H", "H", "H", "H", "H", "H", "H", "H", "H"], "coordinates": [[2.372370, 1.032557, -0.668116], [2.450109, 1.028575, -2.098762], [-2.727593, -2.022319, -0.648762], [-3.565637, 2.439234, 0.828101], [3.368821, 1.771627, 0.060391], [-0.814959, 2.752823, 0.840978], [2.246866, -0.569250, -0.172792], [-3.407146, 0.692590, -0.621332], [-0.555607, -2.933727, -0.359931], [-1.686075, -1.792932, 1.568609], [-4.867398, -1.090261, 0.213805], [-2.898049, 1.679411, 0.142237], [3.041684, -1.509391, -0.938045], [-4.123120, -2.206404, -0.532320], [0.520916, 2.659167, 0.704879], [-1.429719, 1.797280, 0.084565], [2.351340, -0.743133, 1.260809], [4.613157, -1.776248, 0.982672], [-1.895181, -2.649818, 0.318134], [-0.446774, 1.071128, -0.556506], [4.509071, -1.493206, -0.514269], [3.799156, -0.738986, 1.752625], [-4.776625, 0.254103, -0.514821], [0.783819, 1.619469, -0.159726], [-2.360284, -3.605976, 0.610118], [1.211921, 3.307752, 1.203406], [2.612123, -2.506666, -0.792015], [-5.200495, 0.160903, -1.519956], [4.921254, -0.505280, -0.728630], [0.052577, -3.568153, 0.279081], [4.217759, 0.253056, 1.580359], [1.867501, -1.693477, 1.513308], [5.656414, -1.743951, 1.301412], [2.934254, -1.221786, -1.984157], [-4.334445, -3.170367, -0.049812], [-5.915714, -1.380689, 0.296610], [-4.498041, -2.249875, -1.561821], [-5.323393, 1.023236, 0.035828], [-2.614317, -1.657897, 2.117567], [3.820249, -0.948768, 2.823597], [-0.562883, 0.254554, -1.238759], [-1.339941, 3.413038, 1.396086], [-2.775037, 0.013111, -1.022059], [-0.971036, -2.281478, 2.225350], [-0.020767, -2.006301, -0.547406], [-0.721000, -3.441963, -1.306264], [4.226114, -2.777929, 1.191677], [-4.464797, -0.975103, 1.220118], [5.065943, -2.235952, -1.087872], [-1.295443, -0.817529, 1.288076], [1.786732, 0.070480, 1.721681]], "forces_ev_per_a": [[-0.8, 0.1, 0.2], [-0.1, -0.2, -0.1], [0.2, 0.1, -0.1], [0.0, 0.1, 0.2], [-0.1, 0.0, 0.1], [-0.2, 0.1, 0.0], [-0.1, 1.0, -0.5], [0.1, 0.0, -0.2], [-0.5, 0.0, 0.1], [-0.3, -0.2, -0.3], [0.3, 0.1, -0.3], [0.0, -0.1, -0.3], [0.5, 0.0, -0.6], [-0.5, 0.0, 0.2], [0.5, 0.0, 0.0], [0.3, -0.3, -0.2], [0.1, 0.2, 0.6], [0.1, 0.3, 0.0], [0.4, -0.2, 0.2], [-0.4, 0.2, 0.1], [-0.2, -0.3, 0.1], [-0.1, -0.2, 0.0], [-0.3, -0.1, 0.3], [0.6, -0.1, 0.0], [0.0, 0.1, -0.1], [0.1, 0.2, 0.1], [0.0, 0.1, 0.0], [-0.1, 0.0, 0.1], [0.1, 0.0, -0.1], [0.1, -0.1, 0.1], [0.0, 0.0, 0.1], [-0.1, 0.1, 0.0], [0.0, -0.1, 0.0], [0.0, -0.3, 0.0], [0.0, 0.0, -0.1], [-0.1, 0.0, 0.0], [0.0, -0.1, 0.1], [0.0, -0.1, -0.2], [-0.1, 0.0, 0.1], [0.0, 0.0, 0.0], [-0.1, -0.2, -0.1], [0.1, -0.1, 0.0], [0.1, 0.1, 0.1], [0.1, 0.0, 0.1], [0.1, 0.1, 0.0], [0.0, -0.1, -0.1], [0.0, -0.1, 0.0], [-0.1, 0.0, 0.1], [0.0, 0.0, -0.1], [0.1, 0.1, 0.0], [-0.1, -0.2, 0.2]], "smiles": "CC(C)OCCCNC(=O)c1cc(S(=O)(=O)N2CCCCC2)c[nH]1", "de_lowest_kcal_mol": 0.6, "spin_multiplicity": 1, "homo_lumo_gap_ev": 9.733, "total_energy_ev": -40526.1864}



Record 2
{"formula": "C16H27N6O3", "method": "ωB97M-V with the def2-TZVPD basis set", "symbols": ["O", "O", "O", "N", "N", "N", "N", "N", "N", "C", "C", "C", "C", "C", "C", "C", "C", "C", "C", "C", "C", "C", "C", "C", "C", "H", "H", "H", "H", "H", "H", "H", "H", "H", "H", "H", "H", "H", "H", "H", "H", "H", "H", "H", "H", "H", "H", "H", "H", "H", "H", "H"], "coordinates": [[0.772147, -0.420093, -0.141784], [5.173994, -2.880182, -0.385877], [0.878145, 0.977549, -1.962428], [-2.879150, -0.477627, -1.706371], [2.207186, -2.436274, 1.839163], [-1.142862, 0.409622, -3.079310], [-5.555397, 0.354836, 1.085044], [-1.175239, 0.994420, -0.677825], [-0.786679, 3.099244, 1.801306], [1.789723, -1.026991, 2.017019], [-0.154021, 3.170845, 0.641009], [-4.161327, -1.827565, 1.726488], [4.261628, -0.608318, -0.501346], [-4.698061, 0.317029, -0.036714], [-0.446494, 4.393057, -0.368796], [-1.780825, 0.270927, -1.745807], [-5.222366, -0.762242, 1.887251], [0.284759, 0.020926, -2.844872], [2.900685, -2.692004, 0.550457], [0.952238, 2.109162, 0.185318], [4.316713, -1.956339, 0.369876], [-3.611582, -0.651835, -0.430708], [0.325431, 0.848722, -0.625472], [0.416991, -0.660345, 1.244843], [-3.257105, -1.820218, 0.495372], [-1.253251, 5.092038, 0.016966], [-1.612293, -0.279681, -3.696069], [1.667567, 2.677494, -0.516942], [-2.464985, -2.611526, 0.329593], [-0.384319, 2.246136, 2.250871], [-3.270968, -0.970940, -2.528249], [1.579669, 1.794495, 1.078570], [0.820627, 0.145771, -3.857214], [4.384517, -0.816929, -1.627820], [-5.882672, -0.864882, 2.823304], [4.790635, -1.813785, 1.392494], [-0.174726, 0.171735, 1.746052], [-0.238154, -1.606790, 1.319726], [-1.611301, 0.875130, 0.242381], [3.124935, -3.823103, 0.526369], [-0.617969, 3.995234, -1.419468], [2.726167, -2.802263, 2.644477], [-4.867332, 1.184126, -0.774870], [5.108906, 0.114125, -0.203092], [3.294113, -0.019767, -0.393750], [2.280126, -2.478091, -0.379296], [4.691247, -3.087183, -1.220882], [1.643103, -0.823612, 3.142663], [0.520384, 5.021815, -0.414880], [0.429234, -1.068685, -2.550541], [2.588741, -0.259352, 1.688276], [-4.036123, -2.634388, 2.517661]], "forces_ev_per_a": [[-1.7, 1.7, 0.1], [-1.0, 0.5, 0.2], [-1.9, -1.5, 1.1], [-0.6, 0.6, 2.0], [-0.5, 1.1, -1.1], [-1.0, -1.5, 3.7], [4.4, -4.3, -1.2], [-0.8, -2.7, -2.3], [2.2, -0.8, -3.0], [-0.2, 1.1, 1.0], [-1.1, 0.8, 0.9], [0.5, 1.7, -2.6], [0.2, 0.7, 0.2], [0.5, 0.1, -0.8], [1.2, -0.5, 0.8], [1.4, 1.0, -1.8], [0.2, -0.5, 0.4], [1.7, 0.3, -2.2], [1.1, -1.0, 0.0], [-0.2, 0.9, -0.3], [-0.3, -0.3, -1.3], [-1.2, -1.2, 3.2], [2.3, 1.4, -0.3], [0.7, -1.9, 1.3], [-3.6, 2.9, 1.2], [0.8, -1.2, -0.5], [0.6, 0.6, 0.3], [-1.1, -1.2, 0.9], [-1.1, 1.2, 0.0], [-0.5, 0.8, 0.1], [0.6, 0.8, 0.6], [-1.0, 0.1, -1.1], [-0.8, -0.1, 1.6], [-0.2, 0.1, 1.8], [1.2, 0.2, -1.6], [-0.4, -0.1, -1.4], [1.0, -0.7, -0.7], [0.9, 1.4, -0.3], [-0.1, 0.0, -0.4], [-0.2, 1.7, 0.0], [0.0, 0.5, 1.3], [-0.2, 0.4, -0.6], [0.3, -1.5, 1.2], [-1.2, -1.2, -0.5], [1.1, -0.9, 0.0], [0.4, -0.1, 1.4], [0.6, 0.3, 0.9], [0.0, -0.4, -1.7], [-1.4, -1.0, 0.0], [-0.3, 1.4, 0.2], [-1.1, -1.1, 0.3], [-0.3, 1.3, -1.2]], "smiles": "[H]/N=C(/C)C[C@@]1(OCCNC[C@H](C)O)NC(Nc2cccnc2)=[NH+]CO1", "charge": 1, "spin_multiplicity": 1, "homo_lumo_gap_ev": 7.709, "total_energy_ev": -32101.1177}



Record 3
{"formula": "C16H27N7O5Ti", "method": "ωB97M-V with the def2-TZVPD basis set", "symbols": ["Ti", "O", "O", "O", "O", "O", "N", "N", "N", "N", "N", "N", "N", "C", "C", "C", "C", "C", "C", "C", "C", "C", "C", "C", "C", "C", "C", "C", "C", "H", "H", "H", "H", "H", "H", "H", "H", "H", "H", "H", "H", "H", "H", "H", "H", "H", "H", "H", "H", "H", "H", "H", "H", "H", "H", "H"], "coordinates": [[-0.385078, -0.810365, 0.024306], [2.681149, -3.456408, -1.086396], [1.525463, -1.623096, -0.523786], [-0.589159, -3.006918, 0.181102], [-0.359823, -1.077196, 1.778319], [-1.960409, -1.782156, 3.187776], [-2.420104, -0.731464, -0.140812], [-4.200186, -1.185869, -1.347348], [2.413114, 0.823770, 1.894313], [2.564057, 1.831175, -0.683059], [-0.613658, -0.762468, -2.054495], [-0.618478, 1.384452, 0.286084], [-1.937978, -1.306327, -3.725259], [-2.867108, -1.020823, -1.370459], [2.840814, 3.199419, 1.376303], [-1.221983, -1.974035, 2.276808], [-3.526756, -0.707936, 0.677991], [-4.632941, -0.990553, -0.067112], [0.133317, -0.847897, -3.211857], [-1.874854, -1.050519, -2.411459], [2.293408, 3.178479, -0.056105], [0.550065, -3.786576, -0.169598], [-0.678238, -1.177500, -4.250576], [-1.198394, -3.283377, 1.469109], [0.800044, 3.493581, -0.042336], [-0.071223, 2.665764, 0.913976], [0.596153, 2.482973, 2.291120], [2.107902, 2.219739, 2.303147], [1.645861, -2.850716, -0.617621], [-3.471323, -0.500009, 1.733945], [3.366400, 0.596246, 2.170933], [2.704314, 4.206446, 1.770813], [-1.430993, 1.188565, 0.869181], [0.446092, 3.411030, 2.843998], [-0.465520, -1.324269, -5.296385], [-1.015274, 1.681290, -0.605600], [-0.964381, 3.267256, 1.091534], [1.807817, 0.196462, 2.410962], [2.436703, 1.082951, 0.175501], [3.527855, 1.791970, -1.011698], [-2.757142, -1.556754, -4.262772], [1.954794, 1.659739, -1.477121], [-2.216504, -3.640028, 1.326218], [-5.667471, -1.062566, 0.225071], [0.073285, 1.705160, 2.854930], [2.461679, 2.374742, 3.323457], [-4.804738, -1.405589, -2.127244], [1.194520, -0.669026, -3.227613], [0.384422, 3.470957, -1.055868], [0.305429, -4.483345, -0.974390], [3.917559, 3.007982, 1.386030], [-0.646432, -4.037866, 2.030425], [3.419384, -2.894730, -1.370555], [0.723441, 4.531514, 0.284791], [0.924295, -4.377459, 0.669998], [2.796815, 3.932159, -0.660597]], "forces_ev_per_a": [[2.1, 0.2, -0.8], [0.0, -0.5, 0.0], [0.3, 0.0, -0.2], [0.1, -0.2, 0.2], [0.1, 0.2, 2.0], [0.2, 0.0, -0.1], [-1.7, -0.2, -0.6], [0.2, 0.0, -0.3], [0.0, 0.2, -0.6], [0.0, -0.9, 1.4], [-0.7, -0.3, -1.3], [0.4, 0.6, 0.3], [-0.2, 0.0, 0.2], [-0.4, 0.1, 0.6], [0.0, -0.3, 0.0], [-0.4, -0.8, 0.4], [-0.1, 0.0, 0.0], [0.0, 0.1, 0.4], [0.0, 0.0, -0.1], [0.4, 0.1, -0.5], [-0.3, 0.4, 0.5], [0.1, -0.1, -0.1], [0.3, 0.1, 0.0], [-0.1, 0.2, 0.3], [-0.1, -0.4, -0.1], [0.2, 0.2, 0.1], [0.1, -0.3, -0.2], [-0.1, 0.1, -0.1], [-0.2, 0.3, 0.2], [0.0, 0.0, 0.0], [-0.1, 0.0, 0.0], [0.1, 0.1, -0.1], [-0.1, 0.1, 0.0], [-0.1, 0.0, 0.0], [-0.1, 0.0, 0.0], [-0.1, 0.0, 0.0], [0.0, 0.0, 0.0], [0.0, -0.2, 0.0], [0.1, 0.9, -0.9], [0.1, -0.1, 0.0], [0.0, 0.0, 0.0], [-0.1, -0.1, 0.0], [0.0, 0.0, -0.1], [0.0, 0.0, -0.1], [0.0, 0.0, 0.0], [0.0, 0.1, 0.0], [0.0, 0.0, 0.0], [0.0, 0.0, 0.0], [0.0, 0.0, 0.0], [0.0, 0.0, 0.0], [0.0, 0.0, 0.0], [0.1, 0.0, -0.1], [0.0, 0.2, 0.1], [0.0, 0.0, 0.0], [0.0, 0.0, 0.0], [0.0, -0.1, -0.1]], "de_lowest_kcal_mol": 31.1, "charge": 3, "spin_multiplicity": 2, "homo_lumo_gap_ev": [8.232, 8.599], "total_energy_ev": -60793.2866}



Record 4
{"formula": "C16H28BBa2F4NO8", "method": "ωB97M-V with the def2-TZVPD basis set", "symbols": ["Ba", "Ba", "F", "F", "F", "F", "O", "O", "O", "O", "O", "O", "O", "O", "N", "C", "C", "C", "C", "C", "C", "C", "C", "C", "C", "C", "C", "C", "C", "C", "C", "B", "H", "H", "H", "H", "H", "H", "H", "H", "H", "H", "H", "H", "H", "H", "H", "H", "H", "H", "H", "H", "H", "H", "H", "H", "H", "H", "H", "H"], "coordinates": [[-1.839421, -3.492857, 1.863701], [-2.481342, 0.558295, -0.635643], [0.202801, 0.501938, -0.264600], [-0.658292, -1.245345, -1.401926], [1.409365, -1.299643, -0.563045], [-0.353961, -1.454869, 0.842048], [-1.977861, 1.444134, 1.885605], [-1.046532, 2.759165, -1.293239], [4.273602, 6.019087, 2.638661], [5.736859, 4.588594, 1.942875], [-1.779205, 0.974737, -3.358865], [0.721307, -4.343795, 0.346801], [-1.775902, -5.277266, -0.780585], [-2.792659, -0.676960, 2.221331], [4.628205, 4.880231, 2.340896], [2.019835, -4.364851, 0.970066], [-0.204938, 2.693804, -2.483560], [1.905727, 1.638952, 2.531653], [3.723395, 3.763602, 2.503191], [-2.393906, 0.552687, -4.590526], [-0.918969, 3.991103, -0.616474], [3.244314, 1.431932, 2.773145], [-2.398076, 0.488249, 2.581342], [1.455903, 2.939874, 2.483199], [-2.874578, -5.655045, -1.606598], [2.361439, 3.952234, 2.312363], [0.657283, -4.909224, -0.933055], [4.139796, 2.479460, 2.793589], [-1.013900, 2.140996, -3.695261], [-0.686587, -4.616671, -1.560930], [-2.639884, 0.750721, 4.066248], [0.149962, -0.843638, -0.382162], [-3.437723, 0.149764, 4.496415], [-2.566463, -6.197629, -2.500605], [-3.621459, -6.228144, -1.058366], [0.134516, 4.080409, -0.345854], [-3.147925, -0.214772, -4.418974], [2.003425, 4.950906, 2.101329], [5.179333, 2.255289, 2.986202], [-2.913284, 1.790475, 4.249609], [-1.647957, 0.702155, 4.519425], [2.290821, -5.413938, 1.083196], [-1.214701, 4.826183, -1.251580], [-1.691017, 0.008669, -5.228349], [-1.515403, 3.896773, 0.290308], [3.660247, 0.438399, 2.865741], [-2.682865, 1.351421, -5.273304], [1.293190, -4.327285, -1.605753], [-0.257465, 1.862998, -4.432553], [1.968972, -3.778125, 1.886644], [0.086301, 3.684094, -2.832737], [1.128650, 0.893429, 2.442888], [0.858576, -5.980906, -0.957080], [0.413506, 3.118265, 2.256955], [2.772348, -3.826396, 0.391939], [-0.797830, -3.532401, -1.537029], [-0.691279, -5.037642, -2.565496], [-3.439763, -4.798039, -1.983486], [-1.604872, 2.927403, -4.166681], [0.646319, 2.028998, -2.343021]], "forces_ev_per_a": [[0.9, 0.9, -0.8], [0.4, 1.0, 0.4], [-1.1, 1.4, 0.3], [-1.9, -0.4, -1.2], [0.8, -0.8, -0.2], [-1.0, -0.2, 0.3], [-0.2, -1.5, -1.0], [0.0, -0.7, -1.7], [-0.2, -1.2, -0.4], [0.1, 0.0, -0.1], [-0.6, 0.8, -0.8], [-0.7, 0.5, 1.2], [0.6, 1.0, -0.1], [0.7, -0.9, -1.9], [0.9, 1.0, 0.5], [-0.1, 0.1, -0.5], [-1.6, -0.9, -0.9], [-0.6, 0.2, 0.8], [-1.8, -0.8, 0.0], [0.6, -1.4, -0.7], [0.6, 0.0, 0.6], [0.2, -0.8, -0.3], [-1.4, 1.0, 2.0], [-0.3, -0.2, -1.7], [-0.7, 0.4, -0.5], [0.3, 1.7, 0.6], [-0.5, 0.5, -1.0], [1.1, 0.2, -0.1], [1.3, 0.3, 1.0], [-0.6, -1.0, 1.3], [0.5, 1.0, -0.4], [3.2, -1.2, 1.1], [0.5, -0.4, 0.0], [0.2, -0.3, 0.2], [0.5, -0.3, 0.3], [0.0, 0.4, 0.2], [-0.4, 0.5, 0.3], [0.1, 0.1, 0.0], [0.1, 0.2, -0.1], [0.0, 0.1, -0.4], [-0.2, -0.5, 0.5], [0.3, 0.2, 0.4], [-0.2, 0.0, 0.1], [0.6, 0.0, 0.3], [0.0, 0.3, 0.0], [-0.1, -0.1, 0.1], [-0.6, 0.3, 0.7], [0.7, -0.4, 0.0], [0.0, -0.1, -0.1], [-0.3, -0.5, 0.3], [0.3, 0.1, 0.5], [0.4, -0.5, 0.1], [0.3, 0.0, 0.2], [-0.1, 0.1, 0.3], [-0.1, -0.2, -0.5], [-0.4, 0.0, -0.3], [-0.1, 0.3, -0.1], [0.2, 0.4, 0.0], [-0.5, -0.1, 0.3], [0.1, 0.3, 0.5]], "de_lowest_kcal_mol": 0.0, "charge": 2, "spin_multiplicity": 1, "homo_lumo_gap_ev": 6.461, "total_energy_ev": -47841.7947}



Computed strongest force on any atom (hartree/bohr) in order:
0.0210; 0.1230; 0.0433; 0.0704